Record 1
Density functional theory data (wB97M-V/def2-TZVPD) for a molecular structure, C31H89N13O15 in a non-equilibrium geometry.

XYZ file:
```
148
Properties=species:S:1:pos:R:3:forces:R:3
O -3.56191 3.23217 0.67732 0.5 0.2 0.7
O -3.53938 4.87697 -5.55400 -0.1 -2.2 -1.4
O 0.14205 2.20727 -0.03593 3.2 8.1 -7.1
O 2.93950 -0.35868 -3.57401 2.7 -1.6 -6.5
O 4.04562 1.90810 5.75806 1.6 -1.8 0.6
O -3.65364 -3.10747 -0.38343 -3.2 1.7 -3.9
O -1.18418 -5.33775 3.03975 0.4 -1.1 0.2
O -4.24012 -4.76761 -1.31807 0.2 -7.8 -2.9
O 5.87962 -1.21041 0.80475 2.8 0.5 -1.1
O -0.94801 0.09133 -3.02723 0.3 -0.6 -0.2
O 2.40871 -2.42725 2.01857 3.3 -4.1 1.7
O -0.83100 -1.67201 2.10139 -5.6 2.0 8.5
O 1.79950 0.48029 0.09241 -5.3 -6.4 0.2
O 4.35141 2.28140 0.08320 -1.0 1.2 1.5
O 0.68573 2.97415 3.44702 -7.5 0.7 1.9
N 1.96663 -1.33330 -1.83284 3.2 -3.1 1.2
N 2.71314 -0.77951 3.48651 -0.6 -0.8 1.5
N 0.82062 -1.37326 1.05065 5.1 4.3 -6.3
N 2.58856 2.69736 2.64703 6.0 -2.7 -3.3
N -2.89657 3.21685 -3.12373 1.6 0.4 -0.6
N -0.30975 0.15080 -0.00930 -3.0 -2.8 -1.7
N 2.83438 0.71400 -1.75502 1.9 2.6 -3.9
N 5.69244 -0.96274 -1.39419 3.7 -0.7 -3.2
N 4.46083 -1.58294 2.40652 -0.6 -0.2 1.5
N 3.92788 -0.89568 -0.33632 -1.9 -2.0 1.1
N -1.54387 -4.05326 -0.02344 4.0 -5.7 1.2
N -2.69289 -0.47858 2.23890 -2.6 3.5 4.3
N -2.66907 -2.07499 0.87277 2.2 3.0 3.7
C -2.08996 -6.00674 3.91246 -0.1 0.0 -1.6
C -3.00779 -1.12455 -1.56251 -0.6 -1.8 -1.4
C -3.93118 4.50798 -6.95456 1.2 0.1 1.5
C -0.10539 1.79765 3.26483 -1.0 2.3 -0.4
C -2.17885 4.42604 -5.20815 -0.3 2.8 1.1
C 4.46231 2.63268 6.92657 -0.8 -1.2 -0.8
C 3.41210 1.34937 0.66250 2.4 3.1 0.3
C -2.45021 1.82892 -3.36331 -2.3 0.4 0.6
C -1.50248 -4.09864 2.46058 -0.1 0.5 1.5
C -0.83928 1.75896 1.91027 -0.6 -1.3 3.9
C -3.76223 2.27665 -0.34808 -1.0 0.4 0.3
C -2.00484 4.25720 -3.67028 -0.6 -0.8 -0.9
C -2.97141 -5.46671 -1.45555 -1.0 -1.2 -0.3
C -5.10351 -5.15440 -2.29554 -2.0 1.2 -1.1
C -2.97068 -2.68620 -1.59216 -2.4 3.1 0.4
C -1.14724 1.43026 -2.78482 1.0 0.6 -1.9
C 2.95227 2.37170 5.05888 -0.6 1.6 0.1
C 2.14972 2.03430 1.33878 3.9 2.8 2.5
C 0.36407 -0.33946 -2.66119 -3.2 0.2 -0.4
C 5.42212 1.60474 -0.47182 1.6 1.1 0.0
C 2.58806 -0.36892 -2.45490 0.7 0.7 1.2
C -2.00188 -1.46241 1.84251 -1.0 -1.6 -3.3
C 0.68866 3.41239 -0.61119 -2.5 0.2 -0.8
C 3.13045 -1.59480 2.54326 1.7 -2.2 2.0
C 2.65578 1.67381 3.68290 1.6 0.0 2.1
C 5.20720 -1.01962 -0.19917 -0.3 -1.6 2.6
C 0.87147 -0.25678 0.36422 -6.8 -5.0 2.2
C -2.68655 1.24197 -0.50817 -0.8 1.7 0.9
C -0.69860 -3.88130 1.18643 -0.7 -0.4 -1.3
C -2.15368 -5.42959 -0.21333 0.9 3.1 -0.4
C 1.25271 2.94988 -1.88291 1.2 1.5 -0.8
H 1.60749 3.86734 -2.35247 0.3 -0.1 -0.7
H -3.57070 -1.73372 0.57161 0.6 0.1 1.0
H -0.20400 4.02352 -0.74450 0.2 0.5 0.0
H -2.30992 -2.85757 0.34488 -0.5 2.0 4.6
H -0.20348 1.80848 1.02630 -2.4 -0.3 5.4
H -3.86094 2.93114 -1.21411 -0.4 -1.1 -0.5
H 5.27489 1.19396 -1.47065 -0.4 -0.1 0.3
H 0.95120 1.70539 0.08649 0.2 -0.1 -1.0
H 2.08838 2.27405 -1.70124 -1.0 1.6 -0.2
H 1.76043 -0.69856 3.81193 0.2 -0.4 -0.4
H 4.96964 3.57001 6.69824 0.2 0.0 -0.2
H 3.32480 0.84422 3.45423 0.4 2.4 0.0
H 1.77324 -2.16907 -2.36593 0.4 0.1 0.8
H 0.21465 -4.47368 1.24267 -0.2 -0.6 -0.4
H 3.18477 3.43605 5.02422 -0.4 0.6 -1.5
H 2.36298 0.86599 -0.87479 -0.9 0.7 -3.0
H 1.17936 -0.18010 -3.36689 -2.3 0.4 -1.3
H 2.07755 2.44895 5.70464 -0.5 -0.8 0.1
H 6.68320 -1.15497 -1.35485 -0.1 -0.1 -1.2
H -0.95069 4.04162 -3.49593 0.1 -0.6 -0.1
H -1.31331 -3.34376 3.22378 0.7 -0.1 0.0
H -4.94061 4.86584 -7.15728 0.4 0.4 0.1
H -5.92725 -4.46542 -2.10877 -0.6 -0.4 -0.4
H -3.92798 3.43758 -7.16033 -0.1 -0.3 0.6
H -2.57094 -0.64793 -0.68496 0.4 -2.0 -1.5
H 1.67371 1.20098 3.67554 2.4 0.4 0.9
H -3.98060 -0.63776 -1.49352 -1.0 -1.0 -0.1
H 1.62883 -1.92551 1.29947 -0.1 0.2 -0.8
H -0.05938 -1.77092 1.34658 1.0 1.0 -1.5
H -1.55227 -6.81007 4.41609 0.2 0.5 0.4
H -3.15010 4.87393 -7.62096 -0.3 0.6 -0.2
H -0.39038 1.05172 -0.45869 -0.5 -1.9 -0.2
H 0.51478 2.42553 -2.49003 1.3 0.9 0.6
H 4.97460 -2.34210 1.98248 -0.7 0.4 -0.1
H -3.26693 1.36116 -2.81353 0.2 -0.7 -0.4
H 3.75855 -0.48139 -1.24175 0.4 -0.5 1.6
H 0.61122 0.99590 3.44306 -2.4 -1.1 -0.6
H 3.60002 2.84140 7.55981 -0.1 0.1 0.2
H 3.29871 1.47013 -2.23750 0.2 -0.7 -0.3
H -3.06874 3.92076 0.22541 0.1 0.3 0.5
H -2.79777 -5.68574 0.62789 0.3 -0.5 0.3
H -1.16289 -0.37787 0.10365 1.1 -0.2 0.1
H -1.63181 5.35381 -5.37569 0.8 -0.2 -0.6
H -1.72704 1.75807 -0.47521 -1.4 -0.1 0.3
H -5.44061 -6.19089 -2.30832 0.2 -0.1 0.3
H 0.71827 0.08800 -1.72315 -1.9 0.6 -1.4
H -2.69723 0.51961 0.30804 -0.3 0.9 0.1
H -2.88905 0.68300 -1.42177 0.6 1.6 0.9
H -1.72012 3.62092 -5.78213 -0.6 -0.2 -0.1
H -1.38585 0.81629 1.88358 0.6 1.2 -0.1
H 5.80511 0.88014 0.24678 0.1 0.1 -0.3
H -2.04565 -3.28582 -0.44693 2.3 -3.3 -0.2
H -2.32261 0.04550 3.01885 -0.8 0.2 0.0
H 3.17393 0.70444 -0.18334 4.9 3.1 3.6
H 6.22320 2.32935 -0.61775 0.1 0.3 0.1
H 1.63645 2.91328 3.32867 -0.9 1.8 -0.1
H 3.85855 0.65467 1.37397 0.5 0.5 0.6
H 1.42666 3.91069 0.01741 -0.6 0.6 -0.3
H -4.70693 -4.85472 -3.26560 0.1 -0.3 -0.4
H -1.93661 -3.00050 -1.45065 0.1 1.0 -3.2
H 4.93254 -0.69003 2.38922 0.1 -0.5 0.2
H -4.68516 1.76505 -0.07502 -0.4 0.1 -0.3
H -2.44432 -5.09167 -2.33283 0.0 -0.1 -0.1
H -2.61958 -0.72705 -2.50026 0.3 -0.4 0.4
H -2.68325 -5.35651 4.55536 0.3 0.1 0.3
H -2.77789 -6.54684 3.26197 -0.6 -0.1 0.0
H -2.08215 5.18176 -3.09816 -0.8 0.3 -0.4
H 0.25073 -1.40635 -2.46881 -1.3 0.7 -0.6
H -2.60646 1.47962 -4.38393 0.7 0.1 -0.4
H 1.77565 -1.11505 -0.86536 -0.1 -2.1 -0.8
H -0.35921 1.90908 -3.36606 -0.5 0.3 -0.6
H -1.35254 -6.11529 -0.48918 0.1 -0.2 0.9
H -3.43602 -3.19249 -2.43787 0.3 0.6 -0.3
H 3.17420 -0.70472 0.30835 1.3 -1.2 0.3
H -3.64584 -0.40557 1.91228 0.2 0.3 0.7
H -0.33902 -2.85919 1.06773 -0.4 -3.4 -0.5
H -0.88900 1.81688 4.02227 0.1 -0.3 0.7
H -1.56119 2.56757 1.79586 0.0 0.2 0.4
H 1.35980 1.28398 1.30504 1.4 1.9 4.4
H 3.58691 2.82765 2.56686 0.4 1.1 -0.8
H -3.21293 -6.52452 -1.55955 -0.1 -0.1 -0.5
H 3.45790 -0.46732 4.09312 -0.6 -0.5 0.3
H -3.74692 3.23411 -3.66843 -0.4 0.7 0.2
H 5.03534 -1.12747 -2.14331 1.1 -0.2 -0.6
H -2.55794 -3.87633 2.30340 -0.4 -1.1 -0.4
H -0.98941 1.70797 -1.74267 -0.2 0.1 -1.3
H 5.09242 1.88619 7.41013 0.2 0.6 0.3
H -3.78192 -4.05078 -0.50717 -0.9 1.7 1.6
H 1.72505 2.87235 0.78613 1.8 -0.8 1.1
```
Positions in Å, forces in eV/Å.

As for the energy relative to the best compared isomer or geometry (same formula, charge and spin): 4568.1 kJ/mol. Its spin multiplicity is 1. For the HOMO energy, the calculation gives -7.5232 eV. The calculation puts the gap between HOMO and LUMO at 7.87 eV.

Record 2
Density functional theory data (wB97M-V/def2-TZVPD) for C3H5N3OS in the gas phase in a non-equilibrium geometry.

XYZ file:
```
13
Properties=species:S:1:pos:R:3:forces:R:3
S -2.62714 0.10293 2.44931 0.9 -0.1 -0.4
O 0.69085 -0.42525 -0.61207 -1.0 2.2 -0.6
N -1.36328 0.57585 -0.61386 -4.1 3.2 1.8
N -0.12570 -0.03789 1.39661 0.5 1.1 -1.0
N 0.50894 -0.04893 -1.98877 -0.4 -1.4 0.0
C -0.39545 0.23004 0.02434 2.8 -3.8 1.2
C -0.98611 -0.10056 2.41391 -0.4 -0.2 3.0
C 1.56831 -0.30420 -2.57708 4.4 0.3 0.2
H 1.80478 -0.25799 -3.63513 -1.1 0.4 -0.2
H -0.51377 -0.32545 3.47376 -0.4 0.4 -2.4
H 2.55278 -0.39164 -1.99589 -1.5 -0.6 -0.4
H -1.99873 1.01190 0.17206 0.7 -1.1 -2.0
H 0.88450 -0.02881 1.49280 -0.3 -0.4 0.8
```
Positions in Å, forces in eV/Å.

As for the energy relative to the best compared isomer or geometry (same formula, charge and spin): 399.8 kJ/mol. Its spin multiplicity is 1. As for the SMILES: [H]/N=C(\NC=S)ON=C. For the HOMO energy, the calculation gives -8.7545 eV. The calculation puts the gap between HOMO and LUMO at 8.91 eV.

no.,energy (eV)
1,-83624.4137
2,-20541.5150